Density functional theory data (wB97M-V/def2-TZVPD) for a 9-piece molecular cluster, C82H85IN3O7P overall in a non-equilibrium geometry.

Bonds (Å) are listed after each position.
Positions of all 179 atoms, in Å:
1 I 2.9692 3.5572 -3.8013  C37 2.188
2 P -2.2993 1.4072 3.9499  O4 1.741, O5 1.742, C31 1.939
3 O -0.8475 -7.4962 0.7838  C49 1.474, C66 1.477
4 O -1.2778 2.2765 5.0601  P2 1.741, H146 1.006
5 O -3.7801 2.2488 3.5857  P2 1.742, H141 1.022
6 O 0.4561 0.1433 -1.9991  C39 1.471, C90 1.500
7 O -1.6196 -2.2302 -1.9966  C18 1.336
8 O 6.7556 -0.2947 4.6901  C67 1.474, H116 1.010
9 O -3.8627 -1.3013 2.8355  C14 1.335
10 N 1.2896 -8.2923 2.3664  C49 1.303
11 N 3.3290 2.5331 4.1456  C43 1.536, C58 1.543, H128 1.044
12 N -2.9960 -3.9495 4.3470  C35 1.519, H107 1.044, H140 1.044
13 C 1.9988 -4.6660 -0.3968  C41 1.502, H151 1.182, H174 1.178
14 C -2.7275 -1.4861 2.1571  O9 1.335, C80 1.671, C87 1.641
15 C 1.1947 3.7300 3.2671  C58 1.639, C89 1.639, H136 1.172, H158 1.191
16 C 7.5552 0.6675 0.6540  C25 1.639, C53 1.654, H102 1.171
17 C -4.4066 -1.3066 -8.6708  C24 1.395, C86 1.395, H144 1.087
18 C -1.4469 -2.0595 -0.6831  O7 1.336, C82 1.672, C88 1.672
19 C -4.5687 5.3549 -7.7672  C34 1.395, C56 1.395, H111 1.087
20 C 6.5995 -4.6912 0.2418  C22 1.395, C29 1.395, H152 1.087
21 C -8.2239 -1.9693 14.0152  C83 1.395, C85 1.395, H131 1.087
22 C 7.4303 -5.6558 -0.3275  C20 1.395, C48 1.395, H175 1.086
23 C 2.3995 6.9072 -9.9342  C40 1.395, C75 1.395, H177 1.087
24 C -3.9089 -1.4391 -7.3742  C17 1.395, C84 1.395, H153 1.087
25 C 6.2003 1.4911 0.2379  C16 1.639, C59 1.669, H118 1.186
26 C -2.9042 3.4226 -8.8979  C27 1.395, C79 1.395, H109 1.087
27 C -4.2697 3.1724 -8.7596  C26 1.395, C34 1.395, H124 1.086
28 C 0.6532 4.1549 -1.6068  C37 1.644, C54 1.639, H96 1.194, H139 1.171
29 C 7.1313 -3.4734 0.6649  C20 1.395, C72 1.395, H138 1.087
30 C -10.5009 -1.9664 13.2083  C73 1.395, C85 1.395, H154 1.086
31 C -1.4282 1.1402 2.2378  P2 1.939, C33 1.672, C87 1.669
32 C 1.1951 3.0258 -8.9419  C51 1.395, C62 1.395, H157 1.087
33 C -0.4157 2.2777 1.5469  C31 1.672, C44 1.672, C89 1.639
34 C -5.1005 4.1370 -8.1902  C19 1.395, C27 1.395, H162 1.087
35 C -2.3919 -4.2738 2.9910  N12 1.519, C77 1.652, C80 1.641
36 C -6.3139 -4.0655 8.5951  C71 1.395, C94 1.395, H169 1.086
37 C 1.6993 4.9013 -2.6320  I1 2.188, C28 1.644, H113 1.175, H149 1.193
38 C -1.0601 -4.8492 -0.0283  C65 1.646, C66 1.671, C88 1.654
39 C -0.2540 1.0385 -2.9258  O6 1.471, C46 1.640, H114 1.192, H122 1.181
40 C 2.9313 8.1250 -9.5112  C23 1.395, C81 1.395, H176 1.087
41 C 1.1960 -4.9877 -1.6253  C13 1.502, C65 1.640, H163 1.180
42 C -3.5591 -4.1004 9.0354  C63 1.395, C76 1.395, H104 1.087
43 C 4.0136 1.1592 4.0845  N11 1.536, C52 1.639, H100 1.193, H103 1.192
44 C 0.3118 1.9800 0.0707  C33 1.672, C54 1.640, C90 1.672
45 C 5.1609 -1.2919 9.8512  C55 1.395, C57 1.395, H115 1.087
46 C -0.9531 0.2983 -4.2110  C39 1.640, C47 1.673, H120 1.192, H127 1.174
47 C -1.7097 1.5113 -5.0790  C46 1.673, H125 1.193, H156 1.193, H179 1.171
48 C 8.7958 -5.4056 -0.4659  C22 1.395, C64 1.395, H112 1.087
49 C 0.3120 -7.9247 1.5869  O3 1.474, N10 1.303
50 C 5.5432 -1.0521 7.4781  C55 1.395, C60 1.395, H165 1.087
51 C 1.5440 2.0073 -8.0554  C32 1.395, C93 1.395, H135 1.087
52 C 5.1705 1.0454 2.9289  C43 1.639, C59 1.659, C67 1.659
53 C 7.7300 0.0758 2.1885  C16 1.654, C67 1.641, H166 1.189
54 C 1.3412 3.0766 -0.5818  C28 1.639, C44 1.640, H110 1.170, H134 1.194
55 C 6.0409 -1.1846 8.7747  C45 1.395, C50 1.395, H106 1.087
56 C -3.2041 5.6071 -7.9106  C19 1.395, C79 1.395, H119 1.087
57 C 3.7838 -1.2767 9.6314  C45 1.395, C92 1.395, H155 1.087
58 C 1.9894 2.3039 3.4158  N11 1.543, C15 1.639, H126 1.170, H145 1.194
59 C 5.0136 1.6672 1.3984  C25 1.669, C52 1.659, H95 1.177
60 C 4.1661 -1.0331 7.2587  C50 1.395, C92 1.395, H178 1.087
61 C 5.1283 7.4090 -10.2155  C78 1.395, C81 1.395, H164 1.087
62 C 0.6597 2.7097 -10.1908  C32 1.395, C68 1.395, H123 1.087
63 C -4.0568 -3.9679 7.7388  C42 1.395, C94 1.395, H172 1.087
64 C 9.3283 -4.1893 -0.0394  C48 1.395, C72 1.395, H117 1.087
65 C -0.4146 -5.2618 -1.4853  C38 1.646, C41 1.640, H105 1.179, H143 1.191
66 C -1.2293 -6.0983 1.0691  O3 1.477, C38 1.671, C77 1.670
67 C 6.5699 0.2531 3.3348  O8 1.474, C52 1.659, C53 1.641
68 C 0.4794 1.3755 -10.5544  C62 1.395, C69 1.395, H130 1.087
69 C 0.8370 0.3568 -9.6716  C68 1.395, C93 1.395, H142 1.086
70 C -6.6637 -1.4043 -7.8146  C74 1.395, C86 1.395, H101 1.086
71 C -5.8162 -4.1925 9.8921  C36 1.395, C76 1.395, H97 1.087
72 C 8.4959 -3.2211 0.5214  C29 1.395, C64 1.395, H168 1.087
73 C -10.0487 -2.3050 11.9332  C30 1.395, C91 1.395, H99 1.087
74 C -6.1660 -1.5312 -6.5175  C70 1.395, C84 1.395, H167 1.087
75 C 3.2303 5.9426 -10.5036  C23 1.395, C78 1.395, H132 1.086
76 C -4.4391 -4.2076 10.1119  C42 1.395, C71 1.395, H129 1.087
77 C -1.8821 -5.7894 2.5750  C35 1.652, C66 1.670, H108 1.174
78 C 4.5958 6.1927 -10.6419  C61 1.395, C75 1.395, H148 1.087
79 C -2.3717 4.6389 -8.4715  C26 1.395, C56 1.395, H98 1.087
80 C -2.2308 -3.0599 1.8982  C14 1.671, C35 1.641, C88 1.667
81 C 4.2959 8.3773 -9.6547  C40 1.395, C61 1.395, H159 1.087
82 C -1.0945 -0.5918 0.0361  C18 1.672, C87 1.641, C90 1.657
83 C -7.7725 -2.3170 12.7423  C21 1.395, C91 1.395, H173 1.087
84 C -4.7890 -1.5464 -6.2977  C24 1.395, C74 1.395, H137 1.087
85 C -9.5877 -1.7961 14.2492  C21 1.395, C30 1.395, H161 1.087
86 C -5.7837 -1.2876 -8.8902  C17 1.395, C70 1.395, H133 1.087
87 C -1.7745 -0.3193 1.5051  C14 1.641, C31 1.669, C82 1.641
88 C -1.5688 -3.3333 0.3933  C18 1.672, C38 1.654, C80 1.667
89 C -0.1790 3.6730 2.3745  C15 1.639, C33 1.639, H160 1.194, H171 1.172
90 C -0.0848 0.5261 -0.6538  O6 1.500, C44 1.672, C82 1.657
91 C -8.6852 -2.4819 11.7001  C73 1.395, C83 1.395, H170 1.087
92 C 3.2861 -1.1497 8.3343  C57 1.395, C60 1.395, H121 1.086
93 C 1.3672 0.6730 -8.4205  C51 1.395, C69 1.395, H147 1.087
94 C -5.4339 -3.9489 7.5195  C36 1.395, C63 1.395, H150 1.087
95 H 4.0611 2.2651 1.0502  C59 1.177
96 H 0.1947 5.0199 -0.9236  C28 1.194
97 H -6.5017 -4.2795 10.7310  C71 1.087
98 H -1.3072 4.8327 -8.5770  C79 1.087
99 H -10.7597 -2.4320 11.1205  C73 1.087
100 H 3.1742 0.3505 3.8313  C43 1.193
101 H -7.7365 -1.3950 -7.9864  C70 1.086
102 H 8.4131 0.4771 -0.1198  C16 1.171
103 H 4.4098 0.9408 5.1874  C43 1.192
104 H -2.4862 -4.1190 9.2063  C42 1.087
105 H -1.0355 -4.7551 -2.3498  C65 1.179
106 H 7.1138 -1.2032 8.9456  C55 1.087
107 H -4.0240 -3.7765 4.2985  N12 1.044
108 H -1.9959 -6.6708 3.3414  C77 1.174
109 H -2.2557 2.6696 -9.3381  C26 1.087
110 H 2.2526 2.4848 -1.0157  C54 1.170
111 H -5.2167 6.1074 -7.3257  C19 1.087
112 H 9.4443 -6.1586 -0.9060  C48 1.087
113 H 2.3765 5.7138 -2.1204  C37 1.175
114 H -1.1351 1.5599 -2.3152  C39 1.192
115 H 5.5486 -1.3882 10.8623  C45 1.087
116 H 7.6288 0.0970 5.0136  O8 1.010
117 H 10.3928 -3.9956 -0.1449  C64 1.087
118 H 6.0624 1.9321 -0.8540  C25 1.186
119 H -2.7900 6.5574 -7.5846  C56 1.087
120 H -1.8473 -0.3988 -3.8425  C46 1.192
121 H 2.2134 -1.1405 8.1625  C92 1.086
122 H 0.4062 1.9259 -3.3386  C39 1.181
123 H 0.3832 3.5034 -10.8798  C62 1.087
124 H -4.6852 2.2260 -9.0941  C27 1.086
125 H -0.8433 2.3055 -5.2860  C47 1.193
126 H 1.3196 1.5088 3.9537  C58 1.170
127 H -0.2019 -0.2963 -4.8898  C46 1.174
128 H 3.1690 2.7860 5.1461  N11 1.044
129 H -4.0514 -4.3040 11.1230  C76 1.087
130 H 0.0606 1.1294 -11.5271  C68 1.087
131 H -7.5122 -1.8341 14.8258  C21 1.087
132 H 2.8148 4.9961 -10.8381  C75 1.086
133 H -6.1714 -1.1827 -9.9006  C86 1.087
134 H 1.7707 3.7121 0.3327  C54 1.194
135 H 1.9549 2.2535 -7.0795  C51 1.087
136 H 1.9239 4.5010 2.7685  C15 1.172
137 H -4.4013 -1.6427 -5.2866  C84 1.087
138 H 6.4833 -2.7209 1.1064  C29 1.087
139 H -0.2416 3.7427 -2.2392  C28 1.171
140 H -2.5413 -3.0558 4.6366  N12 1.044
141 H -4.1863 1.7262 2.8073  O5 1.022
142 H 0.7015 -0.6826 -9.9573  C69 1.086
143 H -0.5863 -6.4333 -1.6141  C65 1.191
144 H -3.7210 -1.2181 -9.5094  C17 1.087
145 H 2.3088 1.9744 2.3137  C58 1.194
146 H -1.8574 2.8575 5.6413  O4 1.006
147 H 1.6425 -0.1205 -7.7308  C93 1.087
148 H 5.2443 5.4397 -11.0821  C78 1.087
149 H 1.0225 5.4966 -3.4140  C37 1.193
150 H -5.8215 -3.8440 6.5091  C94 1.087
151 H 2.0974 -5.5059 0.4292  C13 1.182
152 H 5.5362 -4.8883 0.3552  C20 1.087
153 H -2.8360 -1.4577 -7.2033  C24 1.087
154 H -11.5637 -1.8341 13.3909  C30 1.086
155 H 3.0983 -1.3637 10.4703  C57 1.087
156 H -2.4946 2.0900 -4.3916  C47 1.193
157 H 1.3393 4.0652 -8.6597  C32 1.087
158 H 0.9178 4.1878 4.3311  C15 1.191
159 H 4.7100 9.3275 -9.3286  C81 1.087
160 H -0.0739 4.5309 1.5507  C89 1.194
161 H -9.9394 -1.5285 15.2421  C85 1.087
162 H -6.1638 3.9400 -8.0768  C34 1.087
163 H 1.7296 -5.0833 -2.6737  C41 1.180
164 H 6.1928 7.6028 -10.3210  C61 1.087
165 H 6.2289 -0.9636 6.6395  C50 1.087
166 H 8.7160 -0.5007 2.5185  C53 1.189
167 H -6.8515 -1.6182 -5.6786  C74 1.087
168 H 8.9100 -2.2709 0.8475  C72 1.087
169 H -7.3866 -4.0562 8.4232  C36 1.086
170 H -8.3332 -2.7481 10.7069  C91 1.087
171 H -1.1262 3.9538 3.0056  C89 1.172
172 H -3.3711 -3.8793 6.9002  C63 1.087
173 H -6.7104 -2.4585 12.5619  C83 1.087
174 H 2.5240 -3.6131 -0.3354  C13 1.178
175 H 7.0148 -6.6022 -0.6620  C22 1.086
176 H 2.2833 8.8775 -9.0697  C40 1.087
177 H 1.3362 6.7101 -9.8208  C23 1.087
178 H 3.7785 -0.9282 6.2483  C60 1.087
179 H -2.2130 1.1206 -6.0613  C47 1.171

Summary:
SMILES string = C=CCc1c(OC#N)cc(N)c2c1C(=O)c1c(OCCC)c(CCCI)c(CCCNCc3ccccc3O)c(P(O)O)c1C2=O.c1ccccc1.c1ccccc1.c1ccccc1.c1ccccc1.c1ccccc1.c1ccccc1.c1ccccc1.c1ccccc1
M = 1382.47 g mol⁻¹
highest occupied orbital energy = -7.96 eV
Kohn-Sham gap = 5.99 eV
electronic energy = -122566.564 eV
maximum force = 0.2271 hartree/bohr